(1)
This record from the Open Molecules 2025 dataset describes a structure of composition C16H20BrN5O3RuS. The level of theory is ωB97M-V/def2-TZVPD.

- 2S+1: 5
- Net charge: +2
- Largest force on an atom: 0.58 eV/A
- LUMO (spin up / spin down): -6.35 / -8.80 eV

CARTESIAN COORDINATES (ANGSTROEM)
Ru1 -0.061 -0.422 -0.070
N1 0.808 -0.168 1.909
C1 0.963 1.270 2.219
C2 -0.137 2.043 1.511
O1 -0.511 3.139 1.801
N2 -0.643 1.341 0.396
C3 -1.463 2.069 -0.554
C4 -1.920 1.071 -1.599
O2 -2.781 1.191 -2.393
O3 -1.144 -0.093 -1.542
H1 0.129 -0.581 2.544
H2 1.680 -0.676 2.046
H3 1.918 1.627 1.831
H4 0.937 1.472 3.288
H5 -0.875 2.844 -1.057
H6 -2.307 2.563 -0.071
C5 0.228 -4.624 -3.839
C6 0.947 -3.535 -3.099
C7 2.260 -3.175 -3.388
C8 2.888 -2.145 -2.700
C9 2.156 -1.517 -1.724
Br1 2.835 -0.031 -0.757
N3 0.907 -1.852 -1.398
C10 0.307 -2.834 -2.086
H7 0.892 -5.126 -4.539
H8 -0.611 -4.214 -4.402
H9 -0.166 -5.368 -3.147
H10 2.800 -3.696 -4.168
H11 3.900 -1.840 -2.924
H12 -0.715 -3.051 -1.802
C11 -5.703 -1.566 3.254
C12 -4.707 -2.589 2.836
C13 -4.819 -3.941 3.037
C14 -3.800 -4.781 2.573
N4 -2.718 -4.294 1.946
C15 -2.618 -3.004 1.770
S1 -1.217 -2.382 0.943
N5 -3.589 -2.155 2.199
C16 -3.858 -6.256 2.742
H13 -6.554 -2.038 3.736
H14 -6.060 -1.006 2.388
H15 -5.253 -0.860 3.955
H16 -5.685 -4.342 3.541
H17 -3.478 -1.167 2.012
H18 -4.762 -6.576 3.251
H19 -2.983 -6.586 3.304
H20 -3.802 -6.731 1.761

(2)
This record from the Open Molecules 2025 dataset describes an isolated molecule of C2H2N4O2 in a non-equilibrium geometry. The level of theory is ωB97M-V/def2-TZVPD.

- ΔE to the lowest compared entry with this formula, charge and spin: 154.4 kcal per mole
- SMILES string: C=Nn1onnc1=O
- Largest force on an atom: 4.48 eV/A
- LUMO: -0.83 eV

CARTESIAN COORDINATES (ANGSTROEM)
C1 -1.835 -0.149 0.069
N1 -0.846 -1.004 -0.157
N2 0.378 -0.508 -0.231
O1 1.359 -1.354 -0.087
N3 2.529 -0.566 0.123
N4 2.234 0.671 -0.021
C2 0.807 0.870 -0.162
O2 0.201 1.877 -0.081
H1 -2.714 -0.798 0.348
H2 -2.113 0.962 0.198

(3)
This record from the Open Molecules 2025 dataset describes a structure of composition C40H35BF2GeNO7OsS in a non-equilibrium geometry. The level of theory is ωB97M-V/def2-TZVPD.

- ΔE to the lowest compared entry with this formula, charge and spin: 16.5 kcal per mole
- 2S+1: 2
- Largest force on an atom: 2.18 eV/A
- LUMO (spin up / spin down): -1.31 / -1.02 eV

CARTESIAN COORDINATES (ANGSTROEM)
Os1 -1.270 -0.255 -0.424
O1 0.658 0.526 0.745
C1 1.155 1.819 0.341
C2 0.182 2.364 -0.703
O2 0.199 3.522 -1.037
O3 -0.594 1.447 -1.212
C3 2.501 1.639 -0.349
C4 3.096 0.387 -0.447
C5 4.328 0.247 -1.074
C6 4.963 1.350 -1.618
C7 4.364 2.602 -1.529
C8 3.145 2.750 -0.889
C9 1.273 2.675 1.597
C10 2.113 2.189 2.601
C11 2.161 2.801 3.842
C12 1.372 3.915 4.093
C13 0.565 4.425 3.088
C14 0.513 3.812 1.843
H1 0.305 0.639 1.642
H2 2.598 -0.484 -0.041
H3 4.786 -0.732 -1.137
H4 5.916 1.241 -2.118
H5 4.845 3.470 -1.962
H6 2.671 3.721 -0.822
H7 2.728 1.319 2.398
H8 2.809 2.404 4.613
H9 1.388 4.383 5.068
H10 -0.041 5.301 3.275
H11 -0.115 4.215 1.064
C15 -1.378 5.350 -5.230
C16 -2.035 4.436 -4.232
C17 -2.113 4.783 -2.890
C18 -2.666 3.923 -1.955
C19 -3.142 2.700 -2.383
C20 -3.114 2.340 -3.727
C21 -2.565 3.211 -4.645
S1 -3.761 1.476 -1.292
O4 -5.186 1.508 -1.216
O5 -3.121 1.951 0.045
N1 -3.115 0.109 -1.684
C22 -3.965 -1.055 -1.886
C23 -3.389 -2.233 -1.140
O6 -3.858 -3.336 -1.273
O7 -2.358 -1.952 -0.389
H12 -0.953 6.223 -4.738
H13 -2.097 5.686 -5.979
H14 -0.579 4.823 -5.752
H15 -1.702 5.727 -2.557
H16 -2.700 4.187 -0.909
H17 -3.506 1.379 -4.032
H18 -2.527 2.933 -5.691
H19 -3.993 -1.328 -2.941
H20 -4.984 -0.881 -1.540
F1 -1.745 1.489 1.921
B1 -2.606 0.988 0.975
F2 -3.449 0.048 1.480
C24 0.994 -1.297 2.846
Ge1 -0.180 -2.031 1.431
C25 -1.543 -3.006 2.455
C26 -2.487 -3.842 1.854
C27 -3.432 -4.502 2.625
C28 -3.464 -4.325 4.001
C29 -2.549 -3.477 4.605
C30 -1.605 -2.811 3.835
C31 0.744 -3.287 0.191
C32 -0.063 -3.809 -0.795
C33 0.431 -4.674 -1.793
C34 1.756 -4.979 -1.836
C35 2.640 -4.449 -0.868
C36 4.023 -4.756 -0.917
C37 4.893 -4.251 0.005
C38 4.408 -3.420 1.034
C39 3.080 -3.112 1.108
C40 2.143 -3.600 0.159
H21 1.362 -2.114 3.465
H22 0.416 -0.618 3.479
H23 1.829 -0.738 2.436
H24 -2.502 -3.976 0.785
H25 -4.154 -5.148 2.142
H26 -4.209 -4.836 4.599
H27 -2.571 -3.326 5.677
H28 -0.912 -2.142 4.328
H29 -1.111 -3.561 -0.817
H30 -0.253 -5.073 -2.531
H31 2.152 -5.622 -2.614
H32 4.379 -5.410 -1.704
H33 5.947 -4.487 -0.049
H34 5.097 -3.022 1.769
H35 2.733 -2.477 1.904

(4)
This record from the Open Molecules 2025 dataset describes an isolated molecule of C10H10O2 in a non-equilibrium geometry. The level of theory is ωB97M-V/def2-TZVPD.

- ΔE to the lowest compared entry with this formula, charge and spin: 64.8 kcal per mole
- SMILES string: Oc1cc2c(cc1O)[C@@H]1C[C@@H]1C2
- Largest force on an atom: 4.79 eV/A
- LUMO: 0.66 eV

CARTESIAN COORDINATES (ANGSTROEM)
O1 -3.541 1.297 0.081
C1 -2.325 0.662 -0.036
C2 -1.180 1.472 -0.061
C3 0.146 0.898 -0.028
C4 0.260 -0.498 -0.195
C5 -0.803 -1.284 -0.077
C6 -2.090 -0.752 -0.129
O2 -3.207 -1.538 0.043
C7 1.709 -0.906 -0.498
C8 2.612 -0.831 0.718
C9 2.500 0.384 -0.209
C10 1.491 1.587 0.001
H1 -4.249 0.584 0.385
H2 -1.394 2.549 0.064
H3 -0.852 -2.423 -0.107
H4 -2.919 -2.489 -0.014
H5 1.927 -1.450 -1.528
H6 3.534 -1.408 0.751
H7 1.947 -0.888 1.594
H8 3.286 0.658 -0.871
H9 1.596 2.205 -0.886
H10 1.552 2.172 1.001

(5)
This record from the Open Molecules 2025 dataset describes an isolated molecule of C18H26BrINO5PS in a non-equilibrium geometry. The level of theory is ωB97M-V/def2-TZVPD.

- ΔE to the lowest compared entry with this formula, charge and spin: 48.4 kcal per mole
- SMILES string: CCN[C@@H](OC)[C@@H](CCCI)O[C@](CC(=O)Br)(OC(=O)c1ccccc1)[PH2]=S
- Largest force on an atom: 3.33 eV/A
- LUMO: -0.44 eV

CARTESIAN COORDINATES (ANGSTROEM)
C1 -4.805 -1.734 -0.377
C2 -3.578 -1.475 -1.373
N1 -3.258 -0.040 -1.556
C3 -2.091 0.382 -0.721
O1 -2.172 -0.280 0.559
C4 -2.909 0.470 1.533
C5 -0.697 0.123 -1.465
C6 -1.069 -0.051 -3.010
C7 0.246 -0.042 -3.920
C8 1.164 -1.305 -3.691
I1 0.450 -2.950 -4.912
O2 0.201 1.245 -1.431
C9 0.788 1.504 -0.178
C10 2.261 2.005 -0.456
C11 3.021 2.535 0.798
O3 2.670 2.459 1.929
Br1 4.795 3.388 0.474
O4 0.667 0.473 0.808
C12 1.694 -0.467 0.763
O5 2.090 -1.042 -0.221
C13 2.347 -0.848 2.123
C14 1.997 -0.221 3.395
C15 2.612 -0.580 4.679
C16 3.625 -1.637 4.646
C17 4.005 -2.347 3.403
C18 3.358 -1.932 2.147
P1 -0.150 3.028 0.551
S1 -1.028 4.093 -0.841
H1 -4.396 -2.013 0.626
H2 -5.449 -0.808 -0.335
H3 -5.464 -2.557 -0.755
H4 -3.951 -1.843 -2.379
H5 -2.692 -2.118 -1.133
H6 -4.028 0.532 -1.191
H7 -2.262 1.489 -0.548
H8 -3.616 1.227 1.105
H9 -3.551 -0.277 2.091
H10 -2.186 0.881 2.287
H11 -0.235 -0.861 -1.180
H12 -1.672 0.824 -3.382
H13 -1.563 -1.034 -3.209
H14 0.854 0.890 -3.793
H15 -0.113 -0.073 -4.987
H16 1.223 -1.598 -2.614
H17 2.221 -1.102 -4.020
H18 2.165 2.883 -1.166
H19 2.867 1.239 -1.010
H20 1.236 0.597 3.414
H21 2.308 -0.028 5.600
H22 4.127 -1.915 5.600
H23 4.770 -3.164 3.399
H24 3.608 -2.441 1.187
H25 -1.152 2.611 1.487
H26 0.718 3.904 1.253

(6)
This record from the Open Molecules 2025 dataset describes a cluster of 12 separate species, C22H71N3O12 in total in a non-equilibrium geometry. The level of theory is ωB97M-V/def2-TZVPD.

- SMILES string: COC[C@H](C)N.COC[C@H](C)N.COC[C@H](C)N.CCO.CCO.CCO.CCO.CCO.O.O.O.O
- Largest force on an atom: 3.21 eV/A
- LUMO: 0.06 eV

CARTESIAN COORDINATES (ANGSTROEM)
C1 5.364 -6.920 -19.604
O1 5.566 -5.548 -19.143
C2 6.466 -5.530 -18.057
C3 6.508 -4.091 -17.498
C4 7.733 -3.919 -16.637
N1 5.390 -3.628 -16.741
H1 4.725 -6.812 -20.481
H2 4.800 -7.528 -18.897
H3 6.306 -7.386 -19.894
H4 6.116 -6.200 -17.270
H5 7.404 -5.869 -18.500
H6 6.707 -3.406 -18.326
H7 7.779 -4.817 -16.020
H8 7.820 -2.990 -16.073
H9 8.596 -3.899 -17.305
H10 4.596 -3.416 -17.328
H11 5.648 -2.818 -16.196
C5 9.698 -0.743 -17.849
O2 8.314 -0.814 -18.194
C6 7.429 -0.093 -17.324
C7 7.590 1.417 -17.328
C8 6.491 1.999 -16.379
N2 7.465 1.870 -18.703
H12 10.306 -1.325 -18.542
H13 9.871 -1.159 -16.856
H14 10.003 0.300 -17.933
H15 6.408 -0.310 -17.640
H16 7.488 -0.457 -16.297
H17 8.608 1.634 -16.999
H18 6.872 1.868 -15.366
H19 5.533 1.479 -16.406
H20 6.265 3.061 -16.484
H21 7.677 2.857 -18.745
H22 8.118 1.393 -19.311
C9 10.166 -4.664 -21.001
O3 9.506 -3.479 -21.367
C10 8.360 -3.261 -20.592
C11 7.512 -2.102 -21.309
C12 8.370 -0.896 -21.710
N3 6.423 -1.602 -20.499
H23 11.190 -4.466 -21.318
H24 9.745 -5.483 -21.587
H25 10.141 -4.948 -19.948
H26 7.656 -4.082 -20.450
H27 8.680 -2.867 -19.625
H28 7.198 -2.539 -22.258
H29 9.226 -1.253 -22.283
H30 8.752 -0.459 -20.787
H31 7.874 -0.143 -22.323
H32 6.746 -1.215 -19.622
H33 6.073 -0.758 -20.933
C13 1.121 1.882 -15.013
C14 2.128 1.250 -16.029
O4 1.513 0.010 -16.209
H34 1.580 2.506 -14.245
H35 0.529 1.218 -14.383
H36 0.379 2.442 -15.585
H37 3.140 1.121 -15.645
H38 2.288 1.813 -16.950
H39 0.674 0.115 -16.663
C15 3.173 5.352 -14.783
C16 4.443 5.492 -15.572
O5 5.499 5.246 -14.732
H40 3.319 4.419 -14.238
H41 2.225 5.277 -15.317
H42 3.109 6.215 -14.119
H43 4.477 6.481 -16.030
H44 4.463 4.663 -16.283
H45 5.224 4.561 -14.116
C17 12.205 -3.840 -16.622
C18 13.112 -4.194 -17.748
O6 14.429 -3.649 -17.563
H46 12.298 -2.778 -16.391
H47 12.464 -4.371 -15.706
H48 11.173 -4.167 -16.760
H49 12.801 -3.865 -18.741
H50 13.217 -5.277 -17.813
H51 14.380 -2.705 -17.734
C19 12.222 -1.547 -21.028
C20 12.209 -0.034 -20.942
O7 13.315 0.395 -20.200
H52 12.246 -2.037 -20.053
H53 13.036 -1.955 -21.627
H54 11.326 -1.962 -21.492
H55 11.344 0.369 -20.412
H56 12.220 0.450 -21.920
H57 13.647 1.198 -20.609
C21 11.917 2.558 -17.878
C22 12.195 3.851 -18.645
O8 11.702 3.685 -20.006
H58 12.427 2.604 -16.914
H59 12.264 1.642 -18.357
H60 10.877 2.460 -17.566
H61 13.240 4.118 -18.798
H62 11.629 4.644 -18.154
H63 10.742 3.665 -20.095
O9 5.459 1.425 -20.439
H64 4.666 1.073 -20.031
H65 6.099 1.490 -19.716
O10 5.158 2.857 -12.992
H66 5.661 2.130 -13.364
H67 4.347 2.452 -12.677
O11 9.091 4.056 -20.331
H68 8.704 3.628 -21.100
H69 8.445 4.715 -20.071
O12 7.378 2.538 -22.089
H70 6.964 2.834 -22.901
H71 6.647 2.220 -21.548

Among the records above, which one has the highest largest force on an atom?
C10H10O2

What did the fifth record say?
This record from the Open Molecules 2025 dataset describes an isolated molecule of C18H26BrINO5PS in a non-equilibrium geometry. The level of theory is ωB97M-V/def2-TZVPD.

- ΔE to the lowest compared entry with this formula, charge and spin: 48.4 kcal per mole
- SMILES string: CCN[C@@H](OC)[C@@H](CCCI)O[C@](CC(=O)Br)(OC(=O)c1ccccc1)[PH2]=S
- Largest force on an atom: 3.33 eV/A
- LUMO: -0.44 eV

CARTESIAN COORDINATES (ANGSTROEM)
C1 -4.805 -1.734 -0.377
C2 -3.578 -1.475 -1.373
N1 -3.258 -0.040 -1.556
C3 -2.091 0.382 -0.721
O1 -2.172 -0.280 0.559
C4 -2.909 0.470 1.533
C5 -0.697 0.123 -1.465
C6 -1.069 -0.051 -3.010
C7 0.246 -0.042 -3.920
C8 1.164 -1.305 -3.691
I1 0.450 -2.950 -4.912
O2 0.201 1.245 -1.431
C9 0.788 1.504 -0.178
C10 2.261 2.005 -0.456
C11 3.021 2.535 0.798
O3 2.670 2.459 1.929
Br1 4.795 3.388 0.474
O4 0.667 0.473 0.808
C12 1.694 -0.467 0.763
O5 2.090 -1.042 -0.221
C13 2.347 -0.848 2.123
C14 1.997 -0.221 3.395
C15 2.612 -0.580 4.679
C16 3.625 -1.637 4.646
C17 4.005 -2.347 3.403
C18 3.358 -1.932 2.147
P1 -0.150 3.028 0.551
S1 -1.028 4.093 -0.841
H1 -4.396 -2.013 0.626
H2 -5.449 -0.808 -0.335
H3 -5.464 -2.557 -0.755
H4 -3.951 -1.843 -2.379
H5 -2.692 -2.118 -1.133
H6 -4.028 0.532 -1.191
H7 -2.262 1.489 -0.548
H8 -3.616 1.227 1.105
H9 -3.551 -0.277 2.091
H10 -2.186 0.881 2.287
H11 -0.235 -0.861 -1.180
H12 -1.672 0.824 -3.382
H13 -1.563 -1.034 -3.209
H14 0.854 0.890 -3.793
H15 -0.113 -0.073 -4.987
H16 1.223 -1.598 -2.614
H17 2.221 -1.102 -4.020
H18 2.165 2.883 -1.166
H19 2.867 1.239 -1.010
H20 1.236 0.597 3.414
H21 2.308 -0.028 5.600
H22 4.127 -1.915 5.600
H23 4.770 -3.164 3.399
H24 3.608 -2.441 1.187
H25 -1.152 2.611 1.487
H26 0.718 3.904 1.253

Repeat the fourth record exactly.
This record from the Open Molecules 2025 dataset describes an isolated molecule of C10H10O2 in a non-equilibrium geometry. The level of theory is ωB97M-V/def2-TZVPD.

- ΔE to the lowest compared entry with this formula, charge and spin: 64.8 kcal per mole
- SMILES string: Oc1cc2c(cc1O)[C@@H]1C[C@@H]1C2
- Largest force on an atom: 4.79 eV/A
- LUMO: 0.66 eV

CARTESIAN COORDINATES (ANGSTROEM)
O1 -3.541 1.297 0.081
C1 -2.325 0.662 -0.036
C2 -1.180 1.472 -0.061
C3 0.146 0.898 -0.028
C4 0.260 -0.498 -0.195
C5 -0.803 -1.284 -0.077
C6 -2.090 -0.752 -0.129
O2 -3.207 -1.538 0.043
C7 1.709 -0.906 -0.498
C8 2.612 -0.831 0.718
C9 2.500 0.384 -0.209
C10 1.491 1.587 0.001
H1 -4.249 0.584 0.385
H2 -1.394 2.549 0.064
H3 -0.852 -2.423 -0.107
H4 -2.919 -2.489 -0.014
H5 1.927 -1.450 -1.528
H6 3.534 -1.408 0.751
H7 1.947 -0.888 1.594
H8 3.286 0.658 -0.871
H9 1.596 2.205 -0.886
H10 1.552 2.172 1.001